Molecular formula: C2H5NOP
Method: DFT, the ωB97M-V functional and the def2-TZVPD basis

Summary:
- E_tot (Eh) = -550.222090
- 2S+1 = 1
- max |F| (eV Å⁻¹) = 5.4
- total charge = +1
- LUMO level (spin up / spin down) (eV) = -6.070 / -6.069
- Kohn-Sham gap (spin up / spin down) (eV) = 7.72 / 7.72
- ΔE to the lowest compared entry with this formula, charge and spin (kcal per mole) = 10.6

Each line ends with the Mulliken charge.
Element x y z (Å)
P 1.7610 -1.0560 0.4997  0.273
O 1.3591 0.2710 1.2249  -0.419
N -0.6770 -0.1775 -0.6264  -0.109
C 0.3967 -1.1057 -0.5653  -0.209
C -1.1574 0.9710 -0.0700  -0.174
H -1.9181 1.5349 -0.5221  0.294
H -1.2153 -0.4623 -1.3895  0.273
H 0.4415 -1.9248 -1.1596  0.425
H 2.1036 0.7511 1.6358  0.368
H -1.0941 1.1982 0.9726  0.277

Cartesian forces, eV/Å:
-1.448 -0.901 -2.154
0.389 2.065 1.353
-0.093 2.244 1.148
1.562 2.680 4.471
1.546 -4.072 0.272
-0.936 0.073 -1.381
-1.092 0.116 -1.985
-0.924 -2.104 -2.239
-0.410 -0.228 0.112
1.405 0.127 0.403